No. 1
ORCA calculation (ωB97M-V/def2-TZVPD) on C31H42N4O3 in the gas phase at a distorted geometry.

Results
frontier orbital gap = 8.84 eV
2S+1 = 1

Cartesian coordinates (Å):
C: 4.2648 2.4716 -6.2994
C: 4.1645 1.0949 -5.6529
C: 3.7358 1.1501 -4.1861
C: 4.7684 1.8310 -3.2879
C: 4.5028 1.6152 -1.7985
C: 3.2309 2.3038 -1.3068
C: 3.0481 2.1265 0.2051
C: 2.9265 0.6559 0.5632
O: 3.7924 0.0351 1.1414
N: 1.7447 0.1153 0.1589
C: 1.3292 -1.2172 0.2514
C: 2.2333 -2.2617 0.3436
C: 1.7868 -3.5785 0.3615
C: 2.7224 -4.7383 0.4543
O: 2.4608 -5.8237 -0.0315
N: 3.8583 -4.4934 1.1452
C: 4.9322 -5.4505 1.2528
C: 6.2079 -4.9466 0.5746
C: 6.0113 -4.7488 -0.9232
C: 0.4268 -3.8356 0.2381
C: -0.4819 -2.7975 0.1597
C: -0.0537 -1.4755 0.1914
N: -0.9201 -0.3659 0.1176
C: -2.2096 -0.5607 -0.5115
C: -2.7693 0.8005 -0.9207
C: -2.9109 1.7263 0.2903
C: -1.5693 1.8003 1.0254
C: -1.0531 0.4011 1.3465
C: -4.0942 1.3720 1.2048
C: -4.9263 2.6319 1.0940
C: -6.1836 2.8551 1.7785
C: -6.8646 4.0627 1.6051
C: -8.0618 4.2871 2.2533
C: -8.5995 3.3145 3.0833
C: -7.9317 2.1146 3.2607
C: -6.7316 1.8824 2.6146
N: -4.3973 3.4974 0.3206
O: -3.2261 3.0598 -0.1973
H: 4.4917 2.3752 -7.3587
H: 3.3242 3.0091 -6.1985
H: 5.0513 3.0625 -5.8376
H: 3.4359 0.4969 -6.2059
H: 5.1297 0.5888 -5.7272
H: 3.5814 0.1279 -3.8308
H: 2.7806 1.6747 -4.1189
H: 4.7904 2.9025 -3.4941
H: 5.7555 1.4260 -3.5233
H: 5.3508 2.0016 -1.2284
H: 4.4358 0.5441 -1.5957
H: 2.3651 1.8945 -1.8311
H: 3.2856 3.3711 -1.5338
H: 3.9154 2.5284 0.7301
H: 2.1570 2.6625 0.5402
H: 1.0426 0.7264 -0.2382
H: 3.2842 -2.0237 0.3658
H: 4.0182 -3.5758 1.5298
H: 4.5799 -6.3653 0.7703
H: 5.1303 -5.6589 2.3106
H: 7.0026 -5.6736 0.7500
H: 6.5100 -4.0019 1.0342
H: 5.2319 -4.0144 -1.1134
H: 5.7157 -5.6839 -1.3926
H: 6.9316 -4.4018 -1.3871
H: 0.0947 -4.8620 0.2188
H: -1.5354 -3.0203 0.0895
H: -2.9242 -1.0636 0.1618
H: -2.0739 -1.1804 -1.3998
H: -2.0909 1.2762 -1.6304
H: -3.7379 0.6788 -1.4085
H: -0.8635 2.3214 0.3758
H: -1.6785 2.3834 1.9416
H: -1.7525 -0.1002 2.0375
H: -0.0850 0.4627 1.8462
H: -4.6507 0.5039 0.8475
H: -3.7855 1.1945 2.2363
H: -6.4312 4.8070 0.9562
H: -8.5816 5.2234 2.1139
H: -9.5363 3.4917 3.5902
H: -8.3478 1.3550 3.9062
H: -6.2217 0.9420 2.7621

These are the Mulliken partial charges, in e, on atoms 1 to 5:
1 C -1.175
2 C -0.577
3 C -0.349
4 C -0.748
5 C -0.480

***

No. 2
ORCA calculation (ωB97M-V/def2-TZVPD) on a molecular structure, C10H24Br2F6N2O10S2V at a distorted geometry.

Results
total charge = -1
frontier orbital gap = 4.37 eV
2S+1 = 1

Cartesian coordinates (Å):
O: 8.7967 7.8434 -11.7544
V: 10.0566 7.6573 -10.7345
O: 9.6815 8.2375 -9.2711
C: 9.4069 9.5152 -3.4946
C: 8.2384 8.5326 -3.4376
C: 7.0740 8.7989 -4.4035
O: 6.2382 7.6885 -4.2745
C: 5.3148 7.4960 -5.3893
N: 8.7914 7.0829 -3.5764
H: 9.4411 6.9695 -4.3414
H: 9.2568 6.7583 -2.7409
H: 8.0557 6.4903 -3.9340
H: 10.2107 9.2903 -2.7935
H: 9.0213 10.4901 -3.1964
H: 9.7843 9.5239 -4.5171
H: 7.8538 8.6206 -2.4216
H: 7.4056 9.0414 -5.4132
H: 6.5571 9.6688 -3.9983
H: 4.7477 6.6126 -5.0957
H: 5.7940 7.0416 -6.2565
H: 4.4925 8.1808 -5.5967
C: 6.7860 4.0832 -15.9239
C: 6.8369 2.7369 -16.6352
C: 8.0711 1.8891 -16.3635
O: 7.9535 0.5651 -16.8694
C: 9.2351 -0.1158 -16.7723
N: 5.5906 1.8998 -16.4944
H: 5.4308 1.5069 -15.5778
H: 4.7827 2.4823 -16.6625
H: 5.5097 1.1425 -17.1578
H: 7.6605 4.6957 -16.1440
H: 6.6299 4.0302 -14.8464
H: 5.8927 4.4795 -16.4066
H: 6.6709 2.9493 -17.6913
H: 8.2220 1.8178 -15.2864
H: 8.9830 2.3508 -16.7424
H: 9.4098 -0.2976 -15.7118
H: 10.0686 0.4997 -17.1107
H: 9.2357 -1.0951 -17.2509
C: 15.4416 7.4346 -6.1631
F: 14.8982 8.2432 -5.2163
F: 16.0598 8.0115 -7.1375
F: 16.3234 6.7909 -5.5081
S: 14.1896 6.2022 -6.9298
O: 13.0534 6.0737 -6.0030
O: 13.7543 6.8249 -8.2136
O: 14.8772 4.9007 -7.0935
C: 13.6404 2.6673 -13.6992
F: 14.4900 1.9808 -14.4582
F: 12.4642 2.1173 -13.6005
F: 14.2284 2.8355 -12.4974
S: 13.3406 4.5106 -14.3713
O: 12.4846 5.0892 -13.3655
O: 14.6786 5.1178 -14.4478
O: 12.6890 4.2764 -15.6596
Br: 8.7798 3.7338 -9.1652
Br: 11.8630 11.2369 -12.4043

These are the Mulliken partial charges, in e, on atoms 1 to 5:
1 O -0.617
2 V 1.803
3 O -0.593
4 C -1.459
5 C 0.287

***

No. 3
ORCA calculation (ωB97M-V/def2-TZVPD) on C27H29N3O3 in the gas phase.

Results
frontier orbital gap = 8.61 eV
2S+1 = 1

Cartesian coordinates (Å):
C: -3.1213 -2.0393 2.7076
C: -2.5616 -3.0348 1.6915
N: -2.1570 -2.3858 0.4630
C: -3.1818 -2.2131 -0.5556
C: -3.2688 -3.4273 -1.4737
C: -0.9383 -1.8680 0.2234
O: -0.6665 -1.2546 -0.7898
C: 0.1432 -2.0923 1.3025
N: 1.3565 -1.4536 0.8877
C: 1.5622 -0.1197 0.9452
C: 2.7342 0.2210 0.3015
C: 3.2480 1.5634 0.1346
O: 4.2647 1.8639 -0.4598
C: 2.3578 2.5921 0.8369
O: 2.5029 2.8403 2.0218
N: 1.3993 3.1501 0.0743
C: 0.3788 3.9737 0.6839
C: -0.9766 3.3728 0.4735
C: -1.2285 2.4230 -0.4268
C: -2.5675 1.8171 -0.5275
C: -3.1696 1.5591 -1.7563
C: -4.4406 1.0181 -1.8217
C: -5.1352 0.7198 -0.6617
C: -4.5438 0.9608 0.5670
C: -3.2726 1.4992 0.6327
C: -0.1549 1.9065 -1.3456
C: 1.1028 2.7789 -1.2873
C: 3.2791 -1.0074 -0.2083
C: 4.4248 -1.3170 -0.9335
C: 4.6437 -2.6348 -1.2730
C: 3.7448 -3.6377 -0.9063
C: 2.6026 -3.3536 -0.1859
C: 2.3770 -2.0293 0.1631
H: -3.4380 -2.5638 3.6049
H: -2.3734 -1.3001 2.9819
H: -3.9759 -1.5141 2.2897
H: -3.3338 -3.7663 1.4402
H: -1.7212 -3.5792 2.1253
H: -4.1387 -2.0334 -0.0618
H: -2.9182 -1.3292 -1.1395
H: -4.0441 -3.2688 -2.2177
H: -3.5057 -4.3288 -0.9122
H: -2.3206 -3.5724 -1.9845
H: 0.3276 -3.1617 1.4289
H: -0.1825 -1.6673 2.2556
H: 0.8694 0.5175 1.4629
H: 0.6078 4.0412 1.7518
H: 0.4175 4.9892 0.2649
H: -1.7644 3.7652 1.1004
H: -2.6541 1.8044 -2.6723
H: -4.8948 0.8336 -2.7844
H: -6.1306 0.3037 -0.7155
H: -5.0791 0.7343 1.4787
H: -2.8129 1.6737 1.5947
H: -0.5204 1.8786 -2.3729
H: 0.0751 0.8734 -1.0692
H: 1.9534 2.2554 -1.7244
H: 0.9357 3.7024 -1.8541
H: 5.1128 -0.5352 -1.2125
H: 5.5257 -2.9038 -1.8351
H: 3.9480 -4.6588 -1.1940
H: 1.9139 -4.1406 0.0858

These are the Mulliken partial charges, in e, on atoms 1 to 5:
1 C -0.894
2 C -0.865
3 N 0.595
4 C -0.218
5 C -1.398

***

No. 4
ORCA calculation (ωB97M-V/def2-TZVPD) on C5H10O in the gas phase at a distorted geometry.

Results
frontier orbital gap (spin up / spin down) = 8.38 / 7.32 eV
2S+1 = 1

Cartesian coordinates (Å):
C: 2.4129 0.2081 -0.2919
C: 1.3490 -0.2823 0.6820
O: 0.1921 0.5036 0.5909
C: -1.3260 -0.3160 0.5541
C: -2.4177 0.2574 1.2094
C: -1.3655 -0.0033 -0.8170
H: 3.3351 -0.3802 -0.2132
H: 2.6500 1.2578 -0.0921
H: 2.0410 0.1368 -1.3205
H: 1.1221 -1.3465 0.4705
H: 1.7429 -0.2464 1.7110
H: -1.0376 -1.3287 0.8394
H: -2.8298 -0.1592 2.1247
H: -2.8379 1.1926 0.8527
H: -1.0895 -0.7073 -1.5982
H: -1.7112 0.9797 -1.1158

These are the Mulliken partial charges, in e, on atoms 1 to 5:
1 C -1.146
2 C -0.178
3 O -0.401
4 C 0.498
5 C -0.945

***

Going through the records in order, we get energy relative to the best compared isomer or geometry (same formula, charge and spin) values of 34.4, 215.3, 0.0, 115.7 kcal per mole.